Record 1
38
Properties=species:S:1:pos:R:3:forces:R:3:lowdin_charge:R:1 method="wB97M-V/def2-TZVPD" de_lowest_ev=1.5356 e_tot_ha=-992.6549 fmax_ev_per_a=0.7 e_lumo_ev=-0.1 homo_lumo_gap_ha=0.3304 e_homo_ev=-9.1 smiles="O=C(COC(=O)c1cnccn1)c1ccc2c(c1)CCCC2"
O 1.02502 -4.29457 0.00231 0.1 0.0 0.0 0.122
C 1.33699 -3.14975 0.21351 0.4 0.1 0.0 -0.329
C 2.81468 -2.72984 0.12925 0.1 -0.6 -0.2 -0.064
O 3.00611 -1.32551 0.16215 0.2 0.1 0.2 -0.026
C 2.45712 -0.63727 -0.85517 0.0 -0.1 -0.4 -0.448
O 2.02726 -1.13885 -1.85613 0.1 0.1 0.2 0.162
C 2.44146 0.82278 -0.54470 0.1 0.5 0.2 -0.166
C 3.35099 1.41276 0.33504 -0.2 -0.3 -0.2 -0.057
N 3.26623 2.69157 0.65613 0.2 0.3 0.2 0.087
C 2.29726 3.39736 0.09457 -0.1 -0.1 -0.1 -0.112
C 1.41703 2.82204 -0.81587 0.0 0.1 0.1 -0.108
N 1.48407 1.54047 -1.12368 0.0 -0.4 -0.2 0.162
C 0.37909 -2.06165 0.49805 -0.7 0.1 0.1 -0.160
C 0.60320 -1.09818 1.48100 -0.1 -0.2 0.0 -0.027
C -0.28026 -0.04867 1.61590 0.0 0.0 0.0 -0.023
C -1.38477 0.08405 0.77924 0.1 -0.1 0.0 -0.165
C -1.62812 -0.89169 -0.18610 0.0 -0.1 0.1 -0.150
C -0.75233 -1.96110 -0.30325 0.3 0.0 0.2 0.047
C -2.82601 -0.82646 -1.09171 -0.1 0.1 -0.1 -0.144
C -3.42422 0.57374 -1.16077 -0.2 -0.2 0.1 -0.196
C -3.62280 1.10864 0.25172 0.2 0.2 -0.1 -0.197
C -2.26452 1.29436 0.91840 -0.2 0.0 0.0 -0.148
H 3.22125 -3.15643 -0.79460 -0.1 0.0 0.2 0.145
H 3.36264 -3.13161 0.98443 -0.1 0.0 -0.1 0.145
H 4.15293 0.84789 0.78749 0.0 -0.1 0.0 0.121
H 2.23398 4.43765 0.38051 -0.1 0.1 -0.1 0.105
H 0.63871 3.39169 -1.30438 0.0 0.1 0.0 0.106
H 1.45193 -1.17917 2.14368 0.1 0.0 0.0 0.124
H -0.10628 0.69797 2.37864 0.0 0.1 0.1 0.117
H -0.92068 -2.71604 -1.05682 0.0 -0.1 -0.1 0.135
H -3.58022 -1.52405 -0.71196 0.0 0.0 -0.1 0.126
H -2.54248 -1.16745 -2.08916 0.0 -0.1 0.0 0.120
H -2.74774 1.23395 -1.70716 0.0 0.1 -0.1 0.118
H -4.37454 0.54352 -1.69680 0.0 0.0 -0.1 0.110
H -4.22152 0.39962 0.82751 -0.1 0.0 0.0 0.119
H -4.15630 2.06078 0.23119 0.0 0.0 0.1 0.109
H -1.74702 2.13966 0.45099 0.0 0.1 0.0 0.117
H -2.38813 1.53779 1.97657 0.1 0.0 0.0 0.118

=====

Record 2
9
Properties=species:S:1:pos:R:3:forces:R:3:lowdin_charge:R:1 method="wB97M-V/def2-TZVPD" de_lowest_ev=0.1007 e_tot_ha=-361.1293 fmax_ev_per_a=1.4 total_charge=+1 e_lumo_ev="-4.6 / -6.7" homo_lumo_gap_ha="0.3289 / 0.1381" e_homo_ev="-13.5 / -10.5"
C 0.14044 -0.33819 0.14821 1.0 -0.8 -0.5 -0.418
H -0.36794 -1.20745 0.58136 0.0 0.6 0.4 0.118
C 1.48902 -0.38371 -0.04374 -0.6 0.0 -0.1 -0.053
H 2.09032 -1.14377 0.45196 -0.2 0.1 -0.3 0.079
H 1.95857 0.17329 -0.86868 -0.1 0.0 0.5 0.059
O -0.59590 0.71451 -0.23973 -1.2 -0.4 -0.4 -0.497
Li -2.43159 0.87015 -0.51739 0.7 0.5 -0.3 0.693
Mg 0.77116 1.96504 0.29013 0.6 0.6 0.3 0.872
H -3.05408 -0.64987 0.19787 -0.3 -0.6 0.3 0.146

=====

Record 3
14
Properties=species:S:1:pos:R:3:forces:R:3:lowdin_charge:R:1 method="wB97M-V/def2-TZVPD" de_lowest_ev=4.8946 e_tot_ha=-415.8607 fmax_ev_per_a=4.5 e_lumo_ev=0.0 homo_lumo_gap_ha=0.3812 e_homo_ev=-10.4 smiles="O=[N+]([O-])[C@@H]1CCC=N1"
O 1.48193 -0.58280 -1.11165 0.9 0.2 0.3 0.053
N 1.77097 -0.21110 0.02183 0.6 -0.3 -1.1 -0.412
O 2.85850 0.08224 0.43477 1.1 0.0 -0.2 0.108
C 0.69471 -0.00425 0.93989 -3.8 2.3 -0.9 -0.144
C -0.50619 -0.84415 0.47507 0.6 -1.5 -1.6 -0.121
C -1.31961 -0.03483 -0.62274 2.5 0.5 1.1 -0.121
C -0.69094 1.33762 -0.45325 -0.8 -1.2 0.7 -0.189
N 0.23175 1.52633 0.38596 1.1 -1.4 1.0 0.136
H 1.07990 -0.06642 1.97343 -0.5 0.4 -0.7 0.155
H -1.13112 -1.22466 1.24088 -0.4 -0.1 1.0 0.088
H -0.01498 -1.73829 -0.06732 -1.2 1.1 1.0 0.137
H -2.40149 0.05829 -0.66209 0.0 -0.6 0.4 0.109
H -0.89094 -0.41431 -1.52760 -0.4 -0.2 -1.0 0.090
H -1.16251 2.11633 -1.02718 0.3 0.8 0.0 0.110

=====

Record 4
64
Properties=species:S:1:pos:R:3:forces:R:3:lowdin_charge:R:1 method="wB97M-V/def2-TZVPD" de_lowest_ev=0.1513 e_tot_ha=-2416.5819 fmax_ev_per_a=1.6 e_lumo_ev=-0.3 homo_lumo_gap_ha=0.3166 e_homo_ev=-8.9 smiles="CCN(CC)[P@](=O)(Nc1ccc([N+](=O)[O-])cc1)c1c(C)nn(CCC#N)c1NC(=O)c1ccc(Cl)cc1"
C -0.73453 -0.91157 -2.86600 0.2 0.1 0.1 -0.071
C 0.47580 -0.01297 -2.63581 -0.4 0.2 -0.3 -0.255
N 1.32444 -0.45656 -1.54314 -0.3 0.2 0.9 -0.232
C 2.23540 -1.55017 -1.81536 0.4 0.0 -0.1 -0.262
C 3.48779 -1.06646 -2.54331 -0.2 -0.1 0.1 -0.062
P 0.76436 -0.12615 -0.00830 0.9 -1.3 0.4 0.645
O 0.10599 1.18962 0.02917 -0.6 0.5 -0.1 -0.276
N 2.15340 -0.25339 0.95848 -1.0 -0.6 -0.1 -0.012
C 3.23507 0.59119 0.93063 0.7 0.4 -0.1 -0.284
C 3.33629 1.58509 -0.04816 -0.1 0.0 0.1 -0.028
C 4.44095 2.40209 -0.09380 0.4 0.1 0.2 0.020
C 5.46405 2.23601 0.83778 -1.1 -0.8 0.1 -0.165
N 6.61870 3.07674 0.78310 0.6 0.4 0.0 -0.369
O 6.67676 3.90578 -0.10427 0.0 0.1 -0.1 0.074
O 7.48095 2.91328 1.62502 0.2 0.0 0.1 0.072
C 5.36995 1.25775 1.82463 0.2 0.3 -0.2 0.008
C 4.26307 0.44324 1.87021 -0.2 0.0 -0.2 -0.009
C -0.27143 -1.42275 0.69166 0.0 0.8 -0.4 -0.127
C -0.06492 -2.79538 0.96465 -0.4 0.1 0.0 -0.328
C 1.16297 -3.62717 0.84926 -0.1 -0.1 0.0 -0.031
N -1.18515 -3.34477 1.37724 0.4 -0.9 0.1 0.129
N -2.13073 -2.39320 1.38871 0.2 0.7 -0.1 -0.069
C -3.48473 -2.81755 1.63020 -0.6 -0.2 0.1 -0.116
C -4.16104 -3.23171 0.31067 0.1 -0.5 0.6 -0.132
C -4.11875 -2.15273 -0.64196 -0.1 0.0 -0.3 -0.225
N -4.04094 -1.29287 -1.39124 0.0 0.4 -0.4 0.184
C -1.62691 -1.20976 0.98092 0.4 -0.2 0.3 -0.213
N -2.27575 -0.00547 0.83448 0.1 0.3 -0.2 0.175
C -3.39718 0.50684 1.42111 0.1 -0.1 0.1 -0.400
O -4.07977 -0.08858 2.23450 0.0 0.1 0.0 0.065
C -3.74647 1.87740 0.96127 -0.3 0.4 0.0 -0.124
C -2.81534 2.81312 0.51459 -0.1 -0.2 0.1 -0.006
C -3.23069 4.07187 0.12128 -0.1 0.1 0.0 -0.090
C -4.57752 4.39995 0.16768 0.1 -0.3 0.1 -0.670
Cl -5.08973 5.96880 -0.33370 -0.1 0.2 -0.1 0.683
C -5.51559 3.48464 0.62155 0.1 0.1 0.0 -0.091
C -5.09286 2.23390 1.02315 0.2 -0.1 0.0 -0.006
H -1.37808 -0.91125 -1.98754 -0.1 0.0 0.0 0.039
H -1.31319 -0.54875 -3.71080 -0.1 0.0 -0.1 0.079
H -0.42951 -1.93549 -3.07266 0.0 -0.1 0.0 0.069
H 1.08436 0.04120 -3.54143 0.0 0.1 0.0 0.112
H 0.13416 0.99532 -2.39131 0.1 0.0 -0.2 0.108
H 1.73951 -2.32619 -2.40947 0.0 0.0 0.1 0.114
H 2.53303 -1.98409 -0.86078 0.0 -0.1 -0.1 0.085
H 4.16932 -1.89984 -2.69271 0.1 -0.1 -0.1 0.076
H 3.24038 -0.64805 -3.51503 0.0 0.0 -0.1 0.068
H 3.99044 -0.30213 -1.95577 0.1 0.0 0.0 0.062
H 2.09659 -0.87304 1.75444 -0.1 0.1 0.0 0.108
H 2.53006 1.70402 -0.75318 0.0 0.1 -0.1 0.098
H 4.53373 3.17542 -0.84069 0.0 0.0 0.0 0.123
H 6.17201 1.15402 2.53903 0.0 0.0 0.0 0.121
H 4.18184 -0.31682 2.63378 0.0 -0.1 0.1 0.113
H 1.02831 -4.52560 1.44603 0.1 0.0 0.0 0.082
H 1.31986 -3.92778 -0.18584 0.1 0.0 0.0 0.077
H 2.04692 -3.09601 1.19473 0.1 0.0 0.0 0.063
H -3.42890 -3.68244 2.29390 0.0 0.1 -0.1 0.130
H -4.03815 -2.00543 2.10757 0.2 -0.3 -0.1 0.099
H -5.20147 -3.50429 0.49926 0.1 -0.1 0.0 0.127
H -3.63900 -4.09099 -0.12185 -0.1 0.0 0.1 0.125
H -1.69621 0.65485 0.32027 0.0 0.0 0.0 0.087
H -1.75847 2.59462 0.49241 0.1 -0.1 0.0 0.096
H -2.51119 4.79981 -0.21904 0.0 0.1 0.0 0.108
H -6.55939 3.75296 0.66125 -0.1 0.0 0.0 0.107
H -5.80290 1.50784 1.38860 -0.1 0.0 0.0 0.121

=====

Record 5
58
Properties=species:S:1:pos:R:3:forces:R:3:lowdin_charge:R:1 method="wB97M-V/def2-TZVPD" e_tot_ha=-12222.9668 fmax_ev_per_a=2.9 total_charge=-2 e_lumo_ev=3.5 homo_lumo_gap_ha=0.1588 e_homo_ev=-0.9
Mg 16.30297 11.55337 8.01744 1.0 0.2 0.4 -0.053
Se 17.94138 7.88317 10.73190 -0.5 0.2 -0.1 -0.335
Sb 18.63800 10.07458 9.86595 1.6 -1.1 0.2 -0.395
Se 18.21201 9.98811 7.33796 -0.3 0.3 0.2 -0.139
Se 17.48370 12.12511 10.54607 -1.1 0.1 -0.7 -0.184
Se 21.04443 10.25513 10.47308 -0.5 0.2 -0.4 -0.400
C 12.47341 10.84687 7.81725 0.3 -1.4 -0.8 -0.432
P 14.14479 9.92363 8.07798 -0.3 2.5 0.4 0.990
C 13.91789 8.54280 6.97126 2.3 0.0 -0.6 -0.448
C 14.95862 8.36929 5.98848 -0.2 -0.2 -0.1 -0.060
C 14.81682 7.32176 5.04717 -1.3 1.4 1.3 -0.061
C 13.60545 6.61359 5.04493 0.8 0.0 -0.7 -0.101
C 12.72408 6.71047 6.10073 -0.6 -0.2 0.2 -0.115
C 12.85936 7.67948 7.08491 0.3 -0.7 -0.3 -0.124
C 13.89286 9.44352 9.82979 1.2 -1.4 -0.8 -0.366
C 13.34155 10.31228 10.74800 -0.8 -0.8 0.6 -0.103
C 12.75108 9.75260 11.89347 0.2 0.4 -0.7 -0.088
C 12.82518 8.38179 12.10841 0.0 1.0 0.3 -0.116
C 13.61607 7.58761 11.29375 0.0 -1.9 0.4 -0.097
C 14.24472 8.10403 10.17616 -1.4 1.5 0.0 -0.104
P 11.86858 10.66548 6.01910 2.0 0.1 -0.4 1.055
C 10.26073 9.80588 6.11058 0.4 -0.1 1.0 -0.393
C 9.40016 10.10214 7.15958 -1.6 -0.7 -0.8 -0.091
C 8.25174 9.32178 7.28720 -0.9 -1.0 0.6 -0.091
C 8.03118 8.16451 6.52317 1.7 0.9 -0.2 -0.091
C 8.96431 7.81638 5.51986 -1.5 0.7 1.2 -0.078
C 10.04816 8.66304 5.32947 -0.7 0.0 0.3 -0.116
C 11.44565 12.38218 5.56949 1.2 0.5 2.6 -0.387
C 12.00614 13.51805 6.25919 0.9 -1.4 0.6 -0.077
C 11.29497 14.68414 6.21198 -0.9 1.1 -1.1 -0.097
C 10.11741 14.82514 5.41926 1.2 -0.7 -0.9 -0.094
C 9.71668 13.75835 4.60730 0.7 0.3 1.3 -0.082
C 10.38946 12.53238 4.75254 -1.3 1.6 -1.1 -0.151
H 12.55279 11.84439 8.19567 0.1 0.7 -0.2 0.018
H 11.77724 10.35534 8.47478 -0.5 -0.4 0.2 0.024
H 15.85917 9.06859 5.92134 -1.3 -1.1 0.5 0.056
H 15.58393 7.13703 4.33773 0.4 0.0 -0.7 0.088
H 13.32699 6.02559 4.15894 0.4 -0.3 0.6 0.102
H 11.94170 5.97212 6.16993 -0.5 0.1 -0.1 0.097
H 12.19161 7.76159 7.93189 -0.2 -0.1 -0.1 0.118
H 13.30391 11.37810 10.59527 -0.2 0.2 -0.3 0.106
H 12.14908 10.42361 12.50124 0.3 -0.3 0.3 0.095
H 12.33052 8.01191 12.99167 -0.1 -0.5 0.0 0.088
H 13.64435 6.48762 11.53274 0.4 1.3 -0.3 0.119
H 14.90978 7.56529 9.52474 0.0 -0.4 0.0 0.077
H 9.52332 10.94897 7.80131 0.3 0.4 0.2 0.106
H 7.46344 9.46345 8.04686 0.8 0.5 -0.2 0.102
H 7.21536 7.54333 6.82177 -0.5 -0.4 -0.3 0.083
H 8.73004 6.92018 4.95856 0.6 0.0 -0.3 0.096
H 10.74259 8.39024 4.58678 1.0 0.0 -0.8 0.080
H 12.99686 13.40776 6.84516 -1.8 0.3 -1.0 0.107
H 11.59800 15.63351 6.63330 0.6 -0.3 0.5 0.100
H 9.79384 15.84612 5.23142 -0.5 -0.3 0.3 0.089
H 8.86694 13.83062 3.96518 -0.3 0.1 -0.5 0.083
H 10.09681 11.71540 4.15086 -0.6 -0.9 -0.4 0.086
O 15.78202 15.79795 6.75639 -0.1 -0.3 -0.2 -0.609
S 16.18924 14.45168 6.32323 -0.5 -1.1 1.0 0.638
N 15.74080 13.24843 7.08108 0.2 1.2 -0.8 -0.527

=====

Record 6
20
Properties=species:S:1:pos:R:3:forces:R:3:lowdin_charge:R:1 method="wB97M-V/def2-TZVPD" de_lowest_ev=4.9024 e_tot_ha=-920.6695 fmax_ev_per_a=3.6 e_lumo_ev="-0.4 / -0.4" homo_lumo_gap_ha="0.2827 / 0.2827" e_homo_ev="-8.1 / -8.1"
C 3.25200 -0.51255 1.09607 0.5 -0.2 -2.4 0.062
C 3.36789 -0.55430 -0.10846 1.1 -1.1 0.7 -0.185
C 0.26104 0.40556 0.91756 -3.0 0.5 -1.0 -0.240
C -0.91004 0.75164 0.27170 0.9 2.5 -1.3 -0.119
C 1.16851 1.46307 1.07447 1.2 -0.1 1.1 -0.512
C -3.10182 0.30902 -0.40098 -1.6 1.4 1.5 -0.448
C 3.68383 -0.98346 -1.50521 1.8 0.1 2.2 -0.085
C -4.29101 -0.35263 0.38513 0.5 0.3 -2.4 0.044
O -3.05227 1.10648 -1.30637 -0.4 -1.6 0.4 0.111
O -2.09551 0.14544 0.48611 1.5 -1.4 0.6 0.001
Cl 1.74478 2.15030 -0.33613 -0.3 0.7 -0.8 0.659
H 3.32418 -0.57824 2.12763 -0.2 0.3 1.2 0.024
H 0.22960 -0.40810 1.63226 0.1 0.0 0.0 0.109
H -1.12296 1.73760 -0.35353 1.2 -2.2 1.2 0.163
H 4.59880 -0.56486 -1.94187 0.1 0.0 0.7 0.086
H 3.76094 -2.06592 -1.54374 -0.2 0.0 -0.1 0.083
H 2.97039 -0.59748 -2.10542 -2.7 0.7 -2.2 0.019
H -4.92068 0.44993 0.69182 -0.3 0.7 0.7 0.080
H -3.93367 -0.97995 1.17031 0.2 -0.1 0.5 0.075
H -4.93401 -0.92155 -0.25134 -0.3 -0.5 -0.7 0.072